## 1
A gas-phase ion, C8H11N4 (charge +1), computed with ωB97M-V/def2-TZVPD.

Positions of all 23 atoms, in Å:
N: -0.58 2.11 -0.55
C: -0.13 1.03 0.05
C: 1.01 0.96 0.98
C: 1.95 -0.17 0.89
C: 2.00 -1.12 -0.07
C: 1.09 -1.24 -1.20
C: -0.19 -0.84 -1.41
C: -1.03 -0.22 -0.31
N: -1.32 -1.08 0.86
C: -2.65 -0.93 1.01
N: -3.25 -0.13 0.22
N: -2.33 0.35 -0.70
H: -0.09 3.03 -0.48
H: -1.46 1.94 -1.02
H: 0.74 1.04 2.07
H: 1.63 1.81 0.97
H: 2.65 -0.07 1.73
H: 2.81 -1.72 0.01
H: 1.51 -1.56 -2.13
H: -0.86 -0.98 -2.33
H: -0.79 -1.80 1.18
H: -3.09 -1.40 1.79
H: -2.56 -0.05 -1.59

Values from the calculation:
Frontier orbital gap ... 8.408 eV
SMILES ... [NH2+]=C1CC=CC=C[C@@]12NC=NN2
Spin multiplicity ... 1
Net charge ... +1

=====

## 2
A gas-phase ion, C8H11N4 (charge +1), computed with ωB97M-V/def2-TZVPD.

Positions of all 23 atoms, in Å:
C: -2.25 1.58 0.43
C: -1.96 0.11 0.75
N: -0.98 -0.35 -0.25
C: -1.15 0.02 -1.49
N: -1.00 0.31 -2.58
C: -0.48 -1.67 -0.24
C: 0.80 -1.96 0.15
N: 1.56 -0.74 0.20
C: 2.86 -0.70 -0.35
C: 0.99 0.33 0.60
C: 1.25 1.65 0.16
N: 1.58 2.72 -0.09
H: -1.40 2.23 0.43
H: -2.79 1.59 -0.57
H: -2.89 1.87 1.23
H: -2.87 -0.42 0.65
H: -1.51 0.23 1.67
H: -1.08 -2.45 -0.74
H: 1.31 -2.87 0.03
H: 3.21 -1.69 -0.68
H: 2.78 0.17 -1.16
H: 3.67 -0.28 0.40
H: 0.34 0.33 1.46

Values from the calculation:
Frontier orbital gap ... 8.529 eV
SMILES ... CCN(C#N)/C=C\[N+](C)=C\C#N
Spin multiplicity ... 1
Net charge ... +1

=====

## 3
2 unconnected molecules or ions with the total composition C8H11N4, computed with ωB97M-V/def2-TZVPD.

Positions of all 23 atoms, in Å:
C: 0.10 1.31 1.28
C: -2.30 0.98 -0.41
C: 1.17 0.15 -1.83
C: -0.01 -0.50 -1.70
C: 0.57 0.27 0.42
C: -1.95 -1.26 1.48
C: 2.69 1.35 -0.17
C: -1.15 -1.60 0.19
N: -0.41 2.16 1.85
N: -2.86 1.89 -0.80
N: 1.48 0.68 -0.63
N: -0.48 -0.43 -0.39
H: 1.85 0.16 -2.56
H: -0.48 -1.24 -2.39
H: 1.00 -0.42 1.07
H: -1.14 -1.15 2.24
H: -2.62 -0.43 1.23
H: -2.43 -2.26 1.77
H: 2.55 2.53 -0.31
H: 2.96 1.10 0.79
H: 3.50 1.22 -0.95
H: -1.71 -2.13 -0.54
H: -0.31 -2.38 0.35

Values from the calculation:
Frontier orbital gap (alpha / beta) ... 7.133 / 7.623 eV
Spin multiplicity ... 1
Net charge ... +1

=====

Decreasing stability: 1, 2, 3